Below is C17H22N3O4PPd as an isolated structure at a distorted geometry, with properties calculated with ωB97M-V with the def2-TZVPD basis set.

Last column: Mulliken spin population.
Geometry (Å):
Pd -0.64633 0.14679 0.98439  0.0081
N -0.85683 -2.35931 -0.39771  0.0107
C 0.32017 -2.69121 -1.06061  0.0776
C 0.39147 -3.83921 -1.84841  0.0297
C 1.56777 -4.18201 -2.49461  -0.0093
C 2.67387 -3.35751 -2.41981  0.0800
C 2.63697 -2.18111 -1.65321  -0.0661
C 3.71037 -1.26901 -1.60081  0.4180
C 3.60067 -0.15471 -0.77721  -0.0562
C 2.46857 0.01329 -0.00601  0.1680
N 1.41147 -0.81021 -0.05131  0.2206
C 1.46837 -1.87211 -0.90141  0.0327
H -0.86073 -1.36011 -0.09011  0.0042
H -1.70093 -2.63981 -0.87591  0.0036
H -0.48683 -4.46681 -1.95291  0.0241
H 1.61537 -5.09701 -3.07441  0.0114
H 3.57977 -3.60281 -2.95971  -0.0043
H 4.59347 -1.43941 -2.20271  0.0425
H 4.40477 0.56769 -0.72771  -0.0028
H 2.40587 0.83009 0.70589  0.0079
O 0.11977 0.22889 3.61759  0.0026
N -0.99913 -0.04641 3.05399  -0.0030
C -2.03263 0.86949 3.10189  -0.0010
C -3.32753 0.51819 2.78259  -0.0009
C -3.62013 -0.76821 2.33619  0.0030
C -2.55873 -1.67811 2.22499  0.0023
C -1.26343 -1.29511 2.56129  -0.0007
H -1.75933 1.82689 3.52939  0.0003
H -4.10073 1.27099 2.85739  0.0000
H -4.62623 -1.05131 2.06589  0.0006
H -2.73323 -2.69421 1.89719  0.0002
H -0.44063 -2.00081 2.63179  0.0001
C -2.78593 2.68329 -1.04661  -0.0003
O -1.54643 3.15569 -0.58401  -0.0022
P -0.37523 2.01059 -0.32791  0.0012
O 0.67147 3.03199 0.34109  -0.0020
C 0.96307 2.88669 1.72319  0.0003
O 0.24637 1.87479 -1.81591  -0.0079
C 0.88667 2.96839 -2.44561  0.0136
H -3.48303 3.52149 -1.02171  -0.0001
H -3.15083 1.86819 -0.40951  -0.0001
H -2.70193 2.30899 -2.07021  0.0000
H 2.02877 3.06679 1.86149  0.0015
H 0.72777 1.86849 2.07479  -0.0005
H 0.39867 3.61489 2.30769  -0.0019
H 0.84037 2.78969 -3.52201  -0.0001
H 1.92937 3.02519 -2.12951  -0.0030
H 0.39547 3.90909 -2.19131  -0.0024

Computed properties:
Energy   -1595.4327 hartree
Total charge   -1
LUMO energy (spin up / spin down)   2.9 / 2.9 eV
Spin multiplicity   2
Energy relative to the best compared isomer or geometry (same formula, charge and spin)   0.726 eV
HOMO (spin up / spin down)   -0.7741 / -3.4081 eV
Gap between HOMO and LUMO (spin up / spin down)   3.672 / 6.302 eV